7 unconnected molecules or ions with the total composition C54H46Cl4N2O6. Source: the OMol25 dataset; level of theory: ωB97M-V with the def2-TZVPD basis set.

Properties
**2S+1**: 2
**Net charge**: +1
**DFT total energy**: -122089.5089 eV
**HOMO energy (alpha / beta)**: -0.4029 / -0.4029 Eh
**Expectation value of S²**: 0.7586

Cartesian coordinates (Å):
Cl 26.609 -9.128 -39.397
C 28.289 -9.560 -38.887
C 28.241 -10.844 -38.050
Cl 29.895 -11.190 -37.571
H 28.650 -8.685 -38.347
H 28.858 -9.534 -39.817
H 27.830 -11.561 -38.760
H 27.536 -10.824 -37.218
Cl 29.315 -8.241 -35.167
C 28.247 -6.983 -35.715
C 26.736 -7.484 -35.894
Cl 25.563 -6.069 -36.015
H 28.583 -6.513 -36.639
H 28.340 -6.289 -34.880
H 26.555 -8.100 -35.014
H 26.556 -8.128 -36.755
C 27.438 -14.445 -39.277
C 26.060 -14.274 -39.908
C 25.445 -12.848 -39.726
C 24.177 -12.646 -40.424
N 23.212 -12.382 -40.999
H 27.769 -15.476 -39.406
H 27.321 -14.268 -38.208
H 28.118 -13.665 -39.619
H 25.299 -14.837 -39.367
H 26.117 -14.569 -40.956
H 26.113 -12.113 -40.176
H 25.338 -12.612 -38.667
C 25.813 -2.767 -38.911
C 26.146 -3.088 -40.429
C 26.207 -4.622 -40.526
C 27.108 -5.470 -39.655
N 27.736 -6.185 -39.013
H 26.683 -2.624 -38.270
H 25.242 -3.502 -38.343
H 25.230 -1.850 -38.835
H 27.047 -2.607 -40.812
H 25.339 -2.696 -41.049
H 26.417 -5.031 -41.515
H 25.211 -4.975 -40.258
C 19.804 -11.446 -36.800
C 20.906 -11.772 -37.574
C 22.170 -11.494 -37.129
C 22.379 -10.824 -35.925
C 21.255 -10.627 -35.051
C 19.968 -10.929 -35.550
C 21.396 -9.947 -33.752
O 20.388 -9.667 -33.115
C 22.796 -9.872 -33.248
C 22.950 -9.442 -31.938
C 24.170 -9.312 -31.361
C 25.364 -9.576 -32.102
C 25.217 -9.922 -33.459
C 23.951 -10.115 -33.989
C 23.750 -10.487 -35.454
O 24.752 -10.645 -36.184
H 18.768 -11.536 -37.093
H 20.769 -12.298 -38.507
H 22.947 -11.776 -37.825
H 19.071 -10.587 -35.056
H 22.113 -9.096 -31.349
H 24.190 -9.047 -30.314
H 26.353 -9.538 -31.668
H 26.129 -10.023 -34.028
C 27.045 -12.731 -34.070
C 26.751 -12.983 -32.702
C 25.502 -13.462 -32.293
C 24.602 -13.879 -33.255
C 24.936 -13.784 -34.651
C 26.140 -13.208 -35.032
C 23.943 -13.975 -35.777
O 24.146 -13.809 -37.043
C 22.625 -14.499 -35.336
C 21.666 -14.871 -36.310
C 20.429 -15.434 -35.920
C 20.165 -15.441 -34.561
C 21.024 -14.988 -33.609
C 22.259 -14.542 -33.978
C 23.219 -14.157 -32.863
O 22.943 -14.212 -31.681
H 28.018 -12.411 -34.412
H 27.456 -12.785 -31.908
H 25.313 -13.664 -31.249
H 26.337 -13.041 -36.080
H 21.919 -14.767 -37.355
H 19.700 -15.733 -36.658
H 19.191 -15.787 -34.245
H 20.736 -14.939 -32.569
C 28.707 -8.508 -48.068
C 28.394 -7.230 -47.782
C 28.697 -6.724 -46.516
C 29.281 -7.545 -45.519
C 29.594 -8.924 -45.794
C 29.302 -9.345 -47.091
C 30.195 -9.840 -44.717
O 30.277 -11.071 -44.938
C 30.594 -9.160 -43.420
C 31.068 -9.949 -42.367
C 31.324 -9.397 -41.120
C 31.166 -8.051 -40.929
C 30.597 -7.334 -41.932
C 30.279 -7.787 -43.170
C 29.649 -6.899 -44.206
O 29.474 -5.714 -43.951
H 28.523 -8.893 -49.060
H 27.942 -6.468 -48.400
H 28.468 -5.675 -46.401
H 29.561 -10.337 -47.429
H 31.004 -11.023 -42.461
H 31.539 -10.050 -40.287
H 31.478 -7.717 -39.950
H 30.505 -6.297 -41.647

Atomic forces in eV per Å
-0.1 -0.3 0.1
-0.6 1.2 0.5
-0.4 0.7 -1.9
0.1 -0.5 0.3
-0.1 -0.1 0.3
0.1 -0.9 0.2
0.5 -0.6 0.3
0.4 0.4 0.2
0.4 -1.3 -0.2
-2.0 0.9 -0.3
1.3 0.5 0.5
0.9 -1.1 0.3
0.2 -0.2 0.1
-0.7 0.4 -0.4
-0.5 0.5 0.2
0.3 0.4 -0.3
-1.0 0.5 0.6
-0.9 0.6 0.4
1.1 -0.2 -0.9
-0.6 0.2 -0.2
0.4 -0.3 0.5
0.4 0.3 -0.2
0.2 -0.1 0.3
0.3 -0.4 -0.3
0.3 -0.9 -0.3
-0.4 0.1 0.0
0.1 0.2 0.1
-0.1 -0.1 0.0
0.3 0.9 -0.4
0.0 -0.6 2.0
0.1 -1.2 -0.1
-0.6 1.4 -0.3
0.1 0.1 0.0
0.3 0.1 -0.4
-0.2 -0.5 -0.7
0.1 0.1 -0.1
0.1 0.0 0.4
-0.1 -0.4 0.0
-0.1 0.3 -0.3
-0.1 -0.2 -0.1
-0.1 -0.2 -0.3
-0.9 -0.6 -0.1
0.6 0.4 -0.9
-0.5 -0.4 1.1
-0.1 0.3 -1.8
1.1 1.2 0.9
-1.3 -1.0 0.4
1.7 0.2 -0.3
-0.4 0.9 1.0
-0.8 0.4 -0.3
2.7 -0.5 -0.1
-1.9 -0.1 -0.4
0.8 0.2 1.3
-0.5 0.1 -1.5
0.3 -0.8 0.4
-1.2 0.4 0.8
0.1 -0.4 -0.6
0.1 0.2 -0.2
0.5 0.2 0.3
0.2 -0.2 0.7
-0.4 -0.4 -0.2
0.3 0.2 0.0
0.0 0.2 0.1
-0.2 -0.3 -0.3
-0.5 -1.7 0.8
-0.1 0.4 -0.7
1.1 -0.6 -0.7
0.1 1.1 -2.0
-0.3 1.1 -0.3
0.5 0.7 0.7
-0.2 -0.9 -2.9
0.1 -0.1 5.0
-1.0 0.3 -0.6
-0.2 -0.6 0.7
1.7 1.3 0.0
-1.9 -0.7 -0.6
0.0 0.3 0.7
1.3 0.5 0.4
-0.3 -1.5 0.2
-0.6 0.3 -0.6
0.1 0.4 0.2
0.3 0.2 -0.2
-0.2 0.3 0.0
0.0 -0.2 -0.1
0.1 0.0 0.0
0.0 -0.1 0.1
-0.1 -0.1 0.1
0.0 -0.2 0.1
0.6 -1.7 0.1
-0.1 1.9 1.6
0.4 -1.0 0.5
0.0 0.5 -0.3
-0.4 1.3 0.1
-0.1 0.0 -0.5
-0.4 -1.8 -1.3
0.0 3.3 1.0
-0.8 -0.1 -0.2
-0.9 -0.1 -0.1
-0.1 -1.1 -0.4
0.5 -1.7 0.8
0.4 3.1 1.2
0.4 -2.1 -1.3
0.0 0.4 0.3
-0.1 -1.1 -0.5
0.0 -0.2 0.0
-0.1 -0.6 -0.8
0.2 0.0 0.8
0.0 -0.2 0.3
0.5 -0.1 -0.3
0.4 -0.1 0.0
-0.3 0.8 -0.1
-0.5 0.4 -0.6